{
  "formula": "C96H208N11O27",
  "method": "wB97M-V/def2-TZVPD",
  "species": ["C", "O", "C", "C", "N", "H", "H", "C", "C", "O", "C", "H", "H", "H", "H", "H", "H", "H", "H", "H", "H", "H", "H", "H", "H", "C", "O", "C", "C", "N", "H", "H", "C", "C", "O", "C", "H", "H", "H", "H", "H", "H", "H", "H", "H", "H", "H", "H", "H", "H", "C", "O", "C", "C", "N", "H", "H", "C", "C", "O", "C", "H", "H", "H", "H", "H", "H", "H", "H", "H", "H", "H", "H", "H", "H", "C", "C", "C", "C", "N", "C", "C", "C", "C", "C", "H", "H", "H", "H", "H", "H", "H", "H", "H", "H", "H", "H", "H", "H", "H", "H", "H", "H", "H", "H", "C", "C", "C", "C", "N", "C", "C", "C", "C", "C", "H", "H", "H", "H", "H", "H", "H", "H", "H", "H", "H", "H", "H", "H", "H", "H", "H", "H", "H", "H", "C", "C", "C", "C", "N", "C", "C", "C", "C", "C", "H", "H", "H", "H", "H", "H", "H", "H", "H", "H", "H", "H", "H", "H", "H", "H", "H", "H", "H", "H", "C", "C", "C", "C", "N", "C", "C", "C", "C", "C", "H", "H", "H", "H", "H", "H", "H", "H", "H", "H", "H", "H", "H", "H", "H", "H", "H", "H", "H", "H", "C", "C", "C", "C", "N", "C", "C", "C", "C", "C", "H", "H", "H", "H", "H", "H", "H", "H", "H", "H", "H", "H", "H", "H", "H", "H", "H", "H", "H", "H", "C", "C", "C", "C", "C", "C", "N", "O", "C", "C", "C", "H", "H", "H", "H", "H", "H", "H", "H", "H", "H", "H", "H", "H", "H", "H", "H", "H", "H", "C", "C", "C", "C", "C", "C", "N", "O", "C", "C", "C", "H", "H", "H", "H", "H", "H", "H", "H", "H", "H", "H", "H", "H", "H", "H", "H", "H", "H", "C", "C", "C", "C", "C", "C", "N", "O", "C", "C", "C", "H", "H", "H", "H", "H", "H", "H", "H", "H", "H", "H", "H", "H", "H", "H", "H", "H", "H", "O", "C", "O", "O", "H", "O", "C", "O", "O", "H", "O", "C", "O", "O", "H", "O", "C", "O", "O", "H", "O", "C", "O", "O", "H", "O", "C", "O", "O", "H"],
  "xyz": [[4.14106, 3.43599, -0.94534], [4.62803, 2.63615, -2.06042], [5.33559, 3.59172, -2.81747], [5.68052, 2.87185, -4.12125], [4.66684, 2.65180, -5.11170], [4.45199, 1.71950, -5.18407], [3.78420, 3.32365, -4.96491], [5.05947, 3.09169, -6.48637], [4.05943, 2.63426, -7.53164], [2.90031, 3.43840, -7.34870], [2.21734, 3.81734, -8.52665], [3.85759, 2.78271, -0.15521], [3.24152, 4.04903, -1.15263], [4.93687, 4.05303, -0.54823], [6.29411, 3.73235, -2.31708], [4.81924, 4.50803, -2.92910], [6.04719, 1.91447, -3.70133], [6.50701, 3.40478, -4.61314], [6.02627, 2.70343, -6.73483], [5.17237, 4.17948, -6.44745], [3.70537, 1.61962, -7.53931], [4.41290, 2.87360, -8.53828], [2.66416, 4.67575, -9.09255], [1.23234, 4.09040, -8.16921], [2.18652, 2.98686, -9.29400], [-4.14463, 2.43352, 3.76651], [-4.91520, 1.30833, 3.43284], [-4.41112, 0.81227, 2.21570], [-5.21769, -0.38271, 1.95574], [-6.67153, 0.06585, 1.88492], [-6.72270, 0.83442, 2.63529], [-6.72570, 0.54976, 0.86204], [-7.83695, -0.78914, 2.15434], [-8.63736, -0.44620, 3.35632], [-9.18203, 0.85640, 3.20380], [-10.00515, 1.44903, 4.15527], [-3.16333, 2.01598, 4.07514], [-4.64613, 2.98282, 4.58482], [-3.99204, 3.15693, 2.95566], [-3.42201, 0.46792, 2.29913], [-4.48081, 1.60664, 1.35831], [-5.01121, -1.11345, 2.79329], [-4.87407, -0.81081, 1.01697], [-7.50739, -1.83281, 2.25786], [-8.44957, -0.68900, 1.26490], [-8.06121, -0.48606, 4.25939], [-9.51789, -1.12958, 3.48529], [-10.41315, 2.28501, 3.68434], [-9.36170, 1.64130, 5.01943], [-10.90579, 0.85399, 4.34517], [7.23789, -0.25529, -2.72749], [6.64856, -1.43326, -2.14762], [5.31406, -1.09950, -1.69815], [4.57390, -2.35287, -1.32037], [4.43636, -3.26002, -2.58493], [3.65300, -4.02237, -2.37535], [4.12872, -2.73835, -3.38862], [5.70796, -3.98865, -2.94327], [5.99624, -5.18292, -2.00500], [4.83670, -5.98366, -2.14103], [4.40162, -6.66891, -1.00562], [6.88590, -0.10847, -3.74561], [8.31567, -0.36846, -2.74872], [7.05681, 0.61105, -2.09606], [4.78373, -0.63955, -2.55454], [5.38972, -0.38898, -0.91940], [3.50816, -2.24843, -0.89027], [5.10422, -2.99473, -0.65703], [6.54735, -3.27472, -2.90845], [5.55724, -4.32738, -3.95997], [6.10124, -4.92838, -0.95106], [6.89321, -5.66587, -2.33247], [5.25843, -7.29987, -0.62093], [3.61914, -7.33601, -1.25004], [4.12633, -5.92294, -0.28171], [-1.70759, -6.32374, 5.83920], [-1.41395, -5.72239, 4.45215], [-1.56356, -6.82460, 3.37890], [-0.43112, -6.91318, 2.35529], [-0.77069, -6.42116, 1.00560], [-1.77350, -7.36914, 0.31095], [-1.55149, -7.01322, -1.16082], [-0.02529, -6.82144, -1.30053], [0.44558, -6.34833, 0.10876], [-1.45418, -5.07381, 1.18895], [-2.69796, -6.77077, 6.00883], [-1.55474, -5.62797, 6.64744], [-0.99361, -7.07615, 6.05188], [-0.43164, -5.25487, 4.47701], [-2.06236, -4.88127, 4.34537], [-2.54910, -6.83739, 2.88257], [-1.57321, -7.86604, 3.83642], [-0.05625, -7.94241, 2.28825], [0.37434, -6.29410, 2.75670], [-2.81625, -7.20603, 0.62843], [-1.47913, -8.34073, 0.62934], [-2.11386, -6.09185, -1.44215], [-1.99014, -7.78785, -1.85743], [0.27218, -5.99246, -1.89693], [0.39761, -7.78234, -1.53455], [0.80708, -5.30418, 0.06994], [1.20570, -6.91067, 0.62354], [-2.40430, -5.24601, 1.59725], [-1.52545, -4.51307, 0.31383], [-0.80284, -4.51823, 1.86305], [2.04681, 6.89861, 5.00589], [1.55523, 7.37229, 6.40045], [1.19741, 8.89447, 6.34071], [0.86209, 9.63007, 7.71669], [0.49809, 11.01005, 7.48224], [-0.81943, 11.17853, 6.68384], [-2.00187, 11.00305, 7.70275], [-1.28454, 11.27132, 9.09643], [0.20148, 11.63159, 8.88469], [1.63807, 11.68636, 6.79710], [2.13891, 5.82353, 5.00209], [2.89469, 7.43128, 4.55486], [1.13482, 6.94524, 4.35523], [2.19069, 7.19892, 7.24209], [0.66950, 6.73809, 6.49876], [0.38512, 9.03682, 5.64038], [2.07788, 9.33385, 5.79657], [1.77533, 9.74129, 8.36409], [0.00462, 9.20879, 8.24046], [-0.89457, 12.12735, 6.21351], [-0.72032, 10.50235, 5.84358], [-2.79469, 11.68166, 7.42695], [-2.33795, 9.88378, 7.75063], [-1.68614, 12.12213, 9.72265], [-1.30578, 10.38724, 9.72836], [0.33403, 12.74986, 8.83766], [0.81660, 11.16761, 9.58914], [1.58932, 12.80191, 6.98195], [1.59355, 11.54195, 5.71703], [2.55676, 11.34386, 7.25351], [-0.27894, -5.65405, -5.45202], [0.78335, -6.16944, -6.46982], [1.83970, -5.13779, -6.83329], [2.45702, -5.56814, -8.17938], [3.48629, -4.69889, -8.81237], [4.66703, -4.51772, -7.90419], [5.72247, -3.99069, -8.86983], [5.46554, -4.76304, -10.23273], [4.09082, -5.33238, -10.10616], [2.84343, -3.33823, -9.15008], [-1.18523, -6.30057, -5.42110], [-0.46823, -4.59706, -5.62186], [0.17193, -5.67034, -4.45011], [0.22644, -6.44289, -7.41384], [1.25979, -7.16593, -6.20637], [2.61737, -4.98180, -6.08998], [1.39181, -4.13739, -7.01411], [1.66207, -5.73537, -8.96184], [2.94937, -6.51905, -7.99373], [4.44356, -3.76647, -7.16206], [5.02272, -5.51107, -7.52165], [5.77136, -2.90355, -9.01063], [6.73932, -4.23190, -8.54137], [5.61727, -4.13686, -11.10190], [6.21420, -5.52019, -10.39631], [3.37873, -5.11941, -10.91341], [4.08955, -6.35832, -9.95502], [1.98548, -3.38023, -9.75518], [3.62293, -2.77221, -9.66425], [2.74140, -2.83826, -8.21120], [-0.67131, -1.65937, 1.96936], [-0.25099, -0.14016, 1.98016], [-0.38088, 0.52505, 0.64325], [0.76689, 0.08417, -0.19301], [0.82090, 0.76243, -1.56547], [-0.32334, 0.29593, -2.45048], [0.17824, 0.41718, -3.83955], [1.68607, 0.64877, -3.82972], [2.02994, 0.30496, -2.34311], [0.98296, 2.21595, -1.29931], [-1.72477, -1.73024, 2.24763], [-0.13422, -2.21873, 2.86330], [-0.57622, -2.18511, 1.03789], [0.76254, -0.11152, 2.36835], [-0.89717, 0.33388, 2.69118], [-0.38089, 1.62089, 0.77923], [-1.33014, 0.27047, 0.11379], [0.67839, -0.99511, -0.53065], [1.76360, 0.27221, 0.20403], [-1.26175, 0.78356, -2.16187], [-0.37465, -0.77450, -2.16897], [-0.31793, 1.19806, -4.40666], [0.12152, -0.58385, -4.28345], [1.99339, 1.69273, -3.98874], [2.16533, -0.06220, -4.44992], [2.95304, 0.65353, -1.86748], [2.01453, -0.84690, -2.28766], [0.10630, 2.80525, -0.99420], [1.28342, 2.70454, -2.19543], [1.76835, 2.33141, -0.51931], [-7.13759, -4.71280, 12.74562], [-6.57928, -4.78174, 11.26502], [-6.74595, -3.45767, 10.57774], [-5.99971, -3.36796, 9.23898], [-5.97630, -1.94432, 8.69876], [-5.49272, -2.01159, 7.30066], [-5.00337, -0.54544, 6.97132], [-4.39787, -0.10005, 8.34114], [-5.03058, -1.06644, 9.46711], [-7.31459, -1.26208, 8.77706], [-7.24052, -5.67826, 13.22994], [-8.12558, -4.31889, 12.71138], [-6.51218, -4.07992, 13.37124], [-7.26535, -5.47879, 10.78350], [-5.51240, -5.15674, 11.30240], [-6.38424, -2.71335, 11.27205], [-7.83628, -3.21087, 10.52251], [-6.42751, -3.94665, 8.43808], [-4.97183, -3.69466, 9.25402], [-6.23938, -2.35599, 6.57576], [-4.71374, -2.81572, 7.24216], [-5.80634, 0.07185, 6.59294], [-4.31611, -0.53223, 6.12452], [-4.70497, 0.93308, 8.56385], [-3.34687, -0.30777, 8.30801], [-5.59956, -0.56510, 10.30856], [-4.19505, -1.60964, 9.98196], [-8.03461, -1.89141, 8.22938], [-7.15175, -0.27976, 8.23080], [-7.56728, -1.13684, 9.81254], [2.37107, 10.80600, -7.89409], [2.33385, 9.64840, -6.90200], [1.48514, 9.94924, -5.63428], [-0.02439, 9.98452, -5.95452], [-0.50058, 8.67513, -6.49859], [0.19353, 8.21442, -7.80414], [1.73173, 8.40213, -7.54842], [2.48681, 7.65903, -8.14608], [-0.28515, 9.10668, -9.01743], [-0.02604, 6.77988, -8.10869], [3.75798, 9.35588, -6.54345], [1.40177, 11.34768, -7.98417], [2.72891, 10.50300, -8.86449], [3.00389, 11.62342, -7.47128], [1.71268, 10.96817, -5.42195], [1.75746, 9.28997, -4.82849], [-0.14855, 10.87000, -6.62811], [-0.69282, 10.02958, -5.03487], [-1.53937, 8.67105, -6.72077], [-0.18483, 7.91543, -5.75590], [-0.66370, 10.07728, -8.67153], [-1.06239, 8.53251, -9.59240], [0.50968, 9.35768, -9.69602], [0.50387, 6.34116, -8.98762], [-1.04476, 6.64123, -8.39129], [-0.01065, 6.15484, -7.24607], [4.41042, 9.30916, -7.39858], [3.86859, 8.42249, -6.05707], [4.11019, 10.18712, -5.99039], [-3.09271, -0.77114, -3.63184], [-3.83373, -2.04408, -3.15969], [-3.28626, -2.62209, -1.85475], [-4.29133, -3.51145, -1.05350], [-5.69080, -2.93916, -0.83369], [-6.36539, -2.47973, -2.15390], [-5.32159, -1.75368, -3.01957], [-5.72329, -0.98989, -3.74584], [-7.45274, -1.49458, -1.82831], [-6.96527, -3.58488, -3.01233], [-3.72051, -3.16530, -4.28957], [-3.35853, 0.01301, -2.84407], [-3.43611, -0.43012, -4.57681], [-2.04926, -0.95666, -3.73847], [-3.05748, -1.76834, -1.13444], [-2.35691, -3.09936, -2.08434], [-3.71671, -3.65388, -0.17623], [-4.35801, -4.47012, -1.52817], [-5.53313, -2.00625, -0.31770], [-6.34571, -3.51487, -0.18036], [-7.72371, -0.87409, -2.64997], [-7.17039, -0.80554, -1.02750], [-8.35271, -1.96703, -1.43009], [-7.60541, -3.24063, -3.84744], [-7.62615, -4.20930, -2.34815], [-6.16987, -4.24766, -3.42787], [-2.70297, -3.48137, -4.11735], [-3.91800, -2.56916, -5.21791], [-4.35735, -4.04010, -4.20302], [3.92390, -2.77139, 7.67370], [4.07876, -2.15724, 6.32219], [5.57587, -1.76624, 6.01902], [6.41673, -2.93401, 5.56556], [5.85877, -3.64441, 4.32418], [4.36658, -4.11701, 4.43897], [3.52736, -3.07976, 5.14524], [2.36879, -2.90466, 4.84923], [4.28607, -5.38009, 5.33490], [3.67425, -4.38530, 3.11774], [3.25246, -0.85635, 6.18096], [2.91529, -3.13099, 7.78946], [4.21015, -1.94458, 8.29323], [4.68178, -3.52521, 7.81921], [6.02409, -1.23732, 6.82593], [5.58325, -1.04014, 5.16016], [6.48468, -3.67501, 6.36855], [7.40795, -2.57195, 5.29762], [6.49335, -4.53481, 4.10359], [5.92938, -2.98843, 3.43540], [4.70291, -6.19354, 4.70820], [3.23545, -5.49380, 5.65645], [5.00832, -5.10512, 6.13995], [4.28772, -5.07251, 2.58265], [3.69512, -3.48274, 2.53121], [2.62933, -4.73948, 3.30412], [3.35394, -0.40186, 5.18955], [3.64729, -0.18778, 6.96133], [2.22938, -1.04144, 6.48261], [3.74912, -1.19103, -6.96619], [3.95601, -1.19390, -5.61452], [4.73615, -0.24091, -5.32913], [3.39734, -2.06797, -4.95314], [4.21087, -0.46025, -7.34175], [0.75665, -2.97988, -3.44339], [0.94448, -3.59442, -2.15663], [0.08901, -3.31551, -1.30663], [1.95616, -4.38639, -2.05336], [1.38291, -3.41250, -4.08164], [-4.33354, -5.11341, 2.55813], [-4.46980, -3.70601, 2.64060], [-5.66930, -3.29168, 2.78399], [-3.44184, -3.05252, 2.49799], [-5.24280, -5.42264, 2.58219], [-5.34267, 1.95945, -2.23319], [-5.38029, 1.21076, -1.10009], [-4.43156, 0.45040, -0.91820], [-6.41171, 1.34426, -0.38726], [-6.13052, 2.47322, -2.28014], [0.82711, 4.08574, -4.73556], [1.90573, 4.94545, -4.70121], [2.92109, 4.36191, -4.35096], [1.56977, 6.12198, -4.89917], [0.04225, 4.60865, -4.89590], [5.38094, 0.05679, 2.74284], [4.24728, -0.44665, 2.23599], [3.58691, -1.21288, 2.98676], [4.05937, -0.22799, 1.04961], [5.62353, 0.76313, 2.15272]],
  "mulliken_charge": [-1.0626, 0.4147, -1.2413, -0.1570, 1.3738, -0.2526, -0.0089, -0.8088, -0.4883, -0.2891, -0.6824, 0.0794, 0.2871, 0.5815, 0.5530, 0.6551, -0.5551, 0.4689, 0.5886, 0.4379, 0.1185, 0.5263, 0.2298, 0.1321, 0.3631, -0.9738, -0.1247, -0.7333, 1.5586, 0.4691, 0.5237, 0.3696, -0.0113, -0.9251, -0.3423, -0.7782, 0.3393, 0.2379, 0.3064, 0.3895, 0.3010, -0.2146, -1.6288, 0.2112, 0.1511, 0.2136, 0.5853, 0.2755, 0.2577, 0.3146, -0.7710, -0.5952, 0.4662, -0.7693, 1.7735, -0.0891, -0.4231, -0.3270, -0.6588, -0.3314, -0.5791, 0.1194, 0.4340, 0.2706, -0.5445, 0.9173, -0.1727, 0.8869, 0.4116, 0.2306, 0.3377, 0.4495, 0.3859, 0.2326, 0.1577, -1.8815, 0.8188, -0.8478, -0.1953, 0.7677, -0.7205, 0.0867, 0.6441, -0.4249, -0.3703, 0.3603, 0.4252, 0.4990, -0.1620, -0.2615, 0.3933, 0.5003, 0.8062, -0.1987, 0.3258, 0.4610, -0.4564, 0.6291, -1.1245, 0.5719, -0.1745, 0.3643, 0.5190, -0.5972, 0.1043, -1.2625, -0.5252, -0.3860, -0.7550, 0.1116, -0.6644, -0.4621, -0.7047, -0.4231, -1.0278, 0.3945, 0.3490, 0.3023, 0.4332, 0.2765, 0.2194, 0.3318, 0.4144, 0.3286, 0.5024, 0.3050, 0.3682, 0.2577, 0.3923, 0.3095, 0.4108, 0.3345, 0.3618, 0.3986, 0.4088, -0.7617, -0.8226, 0.6631, -1.5071, 0.3047, 0.0789, -0.8381, -0.6359, -0.5226, -0.8940, 0.4407, 0.2785, -0.1136, 0.4460, 0.3534, 0.0012, 0.2038, 0.4195, 0.3868, -0.2068, 0.4271, 0.2684, 0.4994, 0.3191, 0.3407, 0.4205, 0.4126, 0.2578, 0.4665, 0.1893, 1.4385, -1.1673, 0.5434, -0.0287, 1.2613, -0.4593, -0.8349, 1.4966, 0.9968, -0.6154, -0.3929, -0.3932, -0.5469, 0.3831, 0.5587, 0.6421, -0.5097, -0.4597, -0.0101, 0.6360, -0.1850, 0.4241, 0.0568, -1.2749, -0.3028, 0.5004, -1.5792, 0.2032, 0.0636, 0.2148, -1.3628, -0.3407, -0.5215, -1.0143, 0.4518, -0.7921, -0.5285, -0.5313, -0.6371, -0.9958, 0.3958, 0.3599, 0.3484, 0.2967, 0.3056, 0.4216, 0.3520, 0.5013, 0.4192, 0.4159, 0.3742, 0.2415, 0.3118, 0.3051, 0.3584, 0.3782, 0.3269, 0.3336, 0.3513, 0.4635, -1.5630, 1.2539, -1.1971, -0.4461, -1.2327, 1.2676, 1.1344, -0.3730, -1.3050, -1.7440, -2.0451, 0.3256, 0.3840, 0.4537, 0.4271, 0.5134, 0.3270, 0.3355, 0.3928, 0.3970, 0.3274, 0.4118, 0.3184, 0.4523, 0.6006, 0.1467, 0.4325, 0.4856, 0.4879, -0.6605, 1.0095, 0.3604, -0.6970, -0.2592, 1.3350, 1.1216, -0.4169, -1.5610, -1.4179, -1.1993, -0.1107, 0.7135, -0.1600, -0.5808, 0.0855, -0.3828, 0.5781, -0.8201, 0.9247, 0.6014, 0.1100, 0.3626, 0.3996, 0.3968, 0.2928, 0.0547, 0.4748, 0.3309, -1.5821, 1.0473, -0.9249, -0.8178, -0.9104, 1.4194, 1.1115, -0.2432, -1.4417, -1.9669, -1.6230, 0.3832, 0.4657, 0.3673, 0.5694, 0.1764, 0.4520, 0.4368, 0.3811, 0.2527, 0.4437, 0.3074, 0.3863, 0.7433, 0.2082, 0.0439, 0.2286, 0.4408, 0.4632, -0.3329, 0.2419, -0.8830, -0.1901, 0.1641, 0.1686, 0.1926, 0.1964, -1.3921, -0.3769, -0.3239, 0.2159, -0.7870, -0.2668, 0.2887, -0.5008, 0.2374, -0.1296, -0.8749, 0.3407, -0.3828, 0.6065, -0.7386, -0.7553, 0.2546, -0.5464, -0.2914, -0.2715, -0.0654, 0.2951],
  "total_charge": 5,
  "e_homo_ev": -14.8,
  "orbital_gap_ha": 0.213,
  "energy_ha": -6414.58464
}